P.
Here is a cluster of 17 separate species, C4H32BO24 in total from the Open Molecules 2025 dataset. Energies are from the ωB97M-V functional and the def2-TZVPD basis.

XYZ file:
```
61
Properties=species:S:1:pos:R:3
O 27.9650 12.9270 5.9200
C 27.1780 13.3220 5.0630
O 26.5210 14.4000 5.1470
B 25.7440 14.5050 3.9320
O 25.9520 13.2440 3.1710
C 26.8710 12.6380 3.8250
O 27.1140 11.4910 3.6850
O 26.0000 15.7150 3.1750
C 24.9220 16.3550 3.0810
O 24.7710 17.3400 2.3470
C 23.9440 15.8120 3.9540
O 24.3440 14.6830 4.3490
O 23.2830 16.6230 4.6060
O 25.8240 12.5770 8.4010
H 25.7140 11.8950 9.1110
H 26.3170 12.1570 7.7230
O 22.6310 12.2800 3.2610
H 22.5840 11.3170 3.2640
H 23.5170 12.5570 3.3560
O 24.5050 12.5540 0.8700
H 25.2030 12.7840 0.2790
H 24.9350 12.3840 1.7190
O 23.0300 17.9360 -0.0070
H 22.2930 17.6190 0.5600
H 23.6610 17.7880 0.6840
O 28.0030 10.9680 0.9090
H 27.9960 11.8200 0.6430
H 27.8810 10.4830 0.0480
O 23.0340 19.3390 3.9470
H 23.1360 18.4660 3.5540
H 22.7790 19.2210 4.8550
O 28.1030 9.1690 4.3780
H 27.5620 8.7010 3.7600
H 27.8130 10.1090 4.2550
O 26.7180 10.6620 6.6890
H 27.4450 11.1420 6.3250
H 26.0110 10.7630 6.0580
O 24.4710 11.8570 5.6610
H 24.2680 12.6640 6.1000
H 23.6570 11.6920 5.2140
O 20.6200 16.6450 5.5320
H 21.5310 16.5720 5.2770
H 20.1510 15.8360 5.3930
O 25.4720 9.8440 1.5860
H 26.2910 10.3510 1.5110
H 24.9920 10.0220 0.7900
O 25.0630 15.9650 7.0870
H 25.8070 15.4480 6.7610
H 24.9030 15.7960 8.0360
O 23.0440 17.8990 7.5740
H 22.4250 17.2050 7.7020
H 23.8130 17.4910 7.1230
O 23.0720 14.0570 6.7220
H 22.3390 13.9370 7.3700
H 23.5630 14.8600 6.7960
O 25.8750 15.5980 0.0320
H 25.0190 15.4570 0.4540
H 26.1930 16.4230 0.3020
O 21.0710 13.9570 4.8010
H 21.8430 14.0970 5.3550
H 21.3840 13.2500 4.2530
```

M: 475.09 g/mol
charge: -1


Q.
Here is a cluster of 17 separate species, C4H32BO24 in total from the Open Molecules 2025 dataset. Energies are from the ωB97M-V functional and the def2-TZVPD basis.

XYZ file:
```
61
Properties=species:S:1:pos:R:3
O 1.4527 -0.9132 -2.4738
C 0.9887 -0.4414 -1.4376
O 0.5033 -1.1380 -0.4061
B -0.1541 -0.2447 0.5372
O 0.2260 1.1000 0.0203
C 0.7514 1.0401 -1.1293
O 1.1027 1.9663 -1.8739
O 0.2884 -0.5145 1.9296
C -0.7542 -0.7878 2.7075
O -0.7607 -1.0679 3.9328
C -2.0099 -0.6568 1.8490
O -1.5601 -0.5576 0.6288
O -3.1978 -0.7671 2.2030
O 4.0152 -3.0812 -7.9082
H 3.1963 -2.9491 -7.4306
H 4.6740 -3.2061 -7.2250
O 4.3100 -1.8145 3.9111
H 3.7616 -2.5948 3.9924
H 5.0896 -2.0140 4.4295
O -6.6872 -3.5781 4.3416
H -6.1603 -2.8861 3.9419
H -6.6770 -4.2884 3.7001
O 2.0217 -4.3805 6.6989
H 1.7529 -3.5043 6.9752
H 1.9760 -4.9081 7.4962
O 5.6189 -3.2416 -4.0852
H 5.3465 -2.3719 -3.7927
H 5.3370 -3.8297 -3.3845
O -2.1755 -4.1043 -1.5169
H -2.4156 -3.1956 -1.3354
H -1.8135 -4.0845 -2.4028
O 0.4653 4.9098 1.9445
H 0.7839 4.0335 1.7284
H 0.2288 4.8576 2.8706
O 2.6175 3.6596 -6.7606
H 3.5127 3.8470 -7.0431
H 2.7155 3.2858 -5.8849
O -1.1482 -2.5457 -6.3658
H -2.0474 -2.4039 -6.0701
H -0.6901 -1.7367 -6.1376
O -5.4535 2.9010 0.1154
H -5.7654 3.4606 0.8266
H -4.5015 2.8949 0.2147
O -3.6487 1.5339 6.1841
H -3.0256 1.5353 6.9108
H -4.1790 0.7494 6.3242
O -2.5690 -4.7875 6.9847
H -3.2184 -5.0756 6.3432
H -2.2349 -3.9620 6.6337
O 2.7750 6.1919 -2.9066
H 2.5011 5.2913 -2.7329
H 2.3998 6.6998 -2.1871
O -2.2158 5.1707 -1.2143
H -2.0185 4.7162 -2.0333
H -1.4194 5.0788 -0.6911
O -2.2957 3.0650 -4.5699
H -2.5125 3.9267 -4.9258
H -1.5167 2.7938 -5.0555
O 4.6906 1.0869 1.1785
H 5.1946 1.5903 1.8178
H 4.5281 0.2473 1.6085
```

M: 475.09 g/mol
charge: -1


Energies relative to the most stable structure are P 0.000; Q 0.662, reported in eV.


P.
Here is a cluster of 3 separate species, C3H14NO2S2 in total from the Open Molecules 2025 dataset. Energies are from the ωB97M-V functional and the def2-TZVPD basis.

XYZ file:
```
22
Properties=species:S:1:pos:R:3
N 1.5390 -1.0900 1.4508
C 0.0250 -1.1511 1.3230
C -0.4999 0.2385 1.0778
S 0.3975 1.3130 -0.0477
S 0.5683 0.1627 -1.6846
C -0.8166 0.1147 -2.8757
H 2.0991 -1.5327 0.7297
H 1.7886 -1.6345 2.2758
H 1.9289 -0.1841 1.6327
H -0.3363 -1.6472 2.2182
H -0.1634 -1.7974 0.4779
H -1.5886 0.2437 0.9491
H -0.5615 0.8016 2.0242
H -0.9355 1.0876 -3.3498
H -1.7283 -0.1809 -2.3685
H -0.4470 -0.5437 -3.6550
H 4.9380 -1.2199 2.6162
H 4.8386 -0.6311 1.1616
O 4.3345 -0.9690 1.9075
H -5.6876 2.4256 -1.6353
H -4.8936 3.4230 -2.4636
O -4.7994 2.7716 -1.7642
```

M: 160.28 g/mol
charge: +1


Q.
Here is a cluster of 3 separate species, C3H14NO2S2 in total from the Open Molecules 2025 dataset. Energies are from the ωB97M-V functional and the def2-TZVPD basis.

XYZ file:
```
22
Properties=species:S:1:pos:R:3
N -0.3484 -1.3496 -0.1669
C -0.6985 -0.4412 -1.3374
C 0.5523 0.1046 -2.1097
C -1.4370 0.8851 -0.6743
S -2.5253 0.5944 0.6258
S -2.4204 2.0952 1.8979
H 0.4762 -1.9073 -0.5037
H -0.1199 -0.9103 0.7209
H -1.0619 -2.0740 0.1641
H -1.3197 -1.0122 -2.1546
H 1.1838 -0.8240 -2.5208
H 0.3462 0.7694 -2.9813
H 1.1841 0.7661 -1.4923
H -0.4970 1.5568 -0.4291
H -1.8747 1.2790 -1.5171
H -1.7263 3.1270 1.4327
H 1.3813 2.0095 2.9000
H 1.6177 3.2045 2.1617
O 1.3630 2.2706 2.0461
H 1.6787 -4.0204 0.9004
H 2.5780 -2.9511 1.6702
O 1.6680 -3.1721 1.3672
```

M: 160.28 g/mol
charge: +1


Energies relative to the most stable structure are P 0.000; Q 1.657, reported in eV.


P.
Here is a cluster of 2 separate species, C8H14NP in total from the Open Molecules 2025 dataset. Energies are from the ωB97M-V functional and the def2-TZVPD basis.

XYZ file:
```
24
Properties=species:S:1:pos:R:3
C 4.1866 0.0715 -0.4731
C 3.5881 0.3895 0.6895
C 2.0463 0.1513 0.7330
C 1.3355 -0.8430 0.2795
P 0.7780 -2.1556 -0.4658
H 3.7408 -0.6881 -1.1762
H 5.2293 0.1605 -0.4324
H 4.0993 1.0562 1.3538
H 1.4828 0.9643 1.1894
H 0.6204 -3.0451 0.5925
C -0.5758 1.6239 -1.3730
N -1.4271 0.7156 -1.2534
C -2.4912 0.9468 -0.3346
C -2.3453 -0.0397 0.8195
C -2.3430 -1.3561 0.2599
H 0.1950 1.7127 -2.0531
H -0.6157 2.5405 -0.7506
H -3.3543 0.7109 -0.7977
H -2.5488 2.0986 0.0951
H -1.5031 0.1232 1.3576
H -3.1486 0.0418 1.5447
H -1.9931 -2.2277 0.9088
H -3.2986 -1.5912 -0.1235
H -1.6575 -1.3608 -0.5899
```

M: 155.18 g/mol
charge: 0
structure (SMILES): C=CC=C=P.C=NCCC


Q.
Here is a cluster of 2 separate species, C8H14NP in total from the Open Molecules 2025 dataset. Energies are from the ωB97M-V functional and the def2-TZVPD basis.

XYZ file:
```
24
Properties=species:S:1:pos:R:3
C -2.9899 0.3264 -0.0189
C -0.2955 -1.5324 -1.4582
C 2.4520 0.6106 -0.5914
C 1.6414 1.6404 0.2263
C 1.8723 -0.7119 -0.0443
C 0.1875 1.2957 -0.1007
C -0.6342 -0.9669 1.6865
C -2.9860 -0.2341 -1.2475
N -3.1228 0.9186 0.9511
P 0.0370 -0.6509 -0.0159
H -0.5811 -2.6760 -1.3141
H 2.2990 0.6328 -1.6218
H 3.5340 0.4646 -0.5400
H 1.7121 1.5658 1.3874
H 1.7783 2.6237 -0.1155
H 2.2881 -1.6313 -0.5380
H 2.3553 -0.9308 0.9969
H -0.6114 1.6281 0.5203
H -0.2059 1.4646 -1.1593
H 0.0599 -0.7509 2.4682
H -1.3706 -0.2694 1.9376
H -1.1799 -2.0124 1.7764
H -3.1983 -1.3450 -1.2173
H -3.0413 0.5407 -1.9677
```

M: 155.18 g/mol
charge: 0


Energies relative to the most stable structure are P 0.000; Q 1.449, reported in eV.


P.
Here is a cluster of 3 separate species, C3H11O3 in total from the Open Molecules 2025 dataset. Energies are from the ωB97M-V functional and the def2-TZVPD basis.

XYZ file:
```
17
Properties=species:S:1:pos:R:3
C -0.2729 -1.3979 0.6083
O 0.2390 -0.8753 -0.5446
C -1.2214 -0.4215 1.3365
C -2.3898 0.0006 0.4004
H -0.8187 -2.3439 0.3904
H 0.5285 -1.6129 1.3300
H -1.5094 -0.8851 2.2948
H -0.6479 0.4507 1.6807
H -3.3466 -0.2754 0.8412
H -2.3033 1.0708 0.2072
H -2.1971 -0.4716 -0.5625
H 1.3322 1.5150 0.3099
H 2.6660 1.0833 -0.2292
O 2.2603 1.4053 0.5565
H 0.7730 0.1215 -1.4077
H 1.7167 0.7658 -2.5382
O 0.8834 0.9105 -2.0782
```

M: 95.12 g/mol
charge: -1


Q.
Here is a cluster of 3 separate species, C3H11O3 in total from the Open Molecules 2025 dataset. Energies are from the ωB97M-V functional and the def2-TZVPD basis.

XYZ file:
```
17
Properties=species:S:1:pos:R:3
C 0.1109 -0.5820 -0.2889
O -0.0512 0.3794 -1.2882
C -0.2641 -0.2809 1.2538
C -1.8002 0.1632 1.3427
H -0.5492 -1.4379 -0.4821
H 1.1366 -0.9920 -0.1139
H -0.0728 -1.2171 1.9099
H 0.3238 0.4874 1.8741
H -2.3688 -0.4966 0.6165
H -2.2921 0.0580 2.3317
H -1.6343 1.2851 1.3003
H 0.7145 1.5067 -0.3064
H 0.0974 2.7196 0.2728
O 1.0463 2.3294 0.2487
H 1.2375 -0.7509 -2.6788
H 2.5706 -1.7783 -2.7925
O 1.7951 -1.3932 -3.1999
```

M: 95.12 g/mol
charge: -1


Energies relative to the most stable structure are P 0.000; Q 0.769, reported in eV.